Entry 1:
C36H26Co2NO7P as an isolated structure in a non-equilibrium geometry. Source: OMol25; level of theory: wB97M-V/def2-TZVPD.

As for the total charge: -2. Its energy is -138115.807 eV. As for the spin multiplicity: 1.

Element x y z (Å)
C  0.00220  -5.79265  -1.58298
C  -1.45274  -6.12308  -1.80619
C  -2.10517  -4.82051  -2.17845
O  -3.14426  -4.60839  -2.77399
N  -1.23064  -3.79046  -1.74369
C  0.05791  -4.29886  -1.41698
O  1.02142  -3.63586  -1.07546
H  0.42221  -6.27390  -0.69807
H  0.60922  -6.08215  -2.46215
H  -1.60194  -6.83561  -2.61507
H  -1.90578  -6.50714  -0.88950
O  -2.68209  0.10858  -3.63585
C  -2.00581  0.26413  -2.70820
Co  -0.92938  0.34803  -1.32507
C  0.56398  0.72870  -2.23842
O  1.35363  0.99355  -3.04336
C  -1.52825  1.94563  -0.87433
O  -1.95078  3.01370  -0.70493
C  -0.97996  -1.03777  -0.13008
C  -1.05012  -1.41916  -1.41982
C  -1.38278  -2.55288  -2.27734
C  -0.56208  -2.47471  -3.58553
C  -1.12140  -2.92123  -4.78450
C  -0.37706  -2.77646  -5.95721
C  0.88265  -2.16800  -5.90792
C  1.46010  -1.78973  -4.69456
C  0.74141  -2.00608  -3.51352
Co  0.63851  -0.11699  0.44002
C  2.19644  0.18726  -0.26906
O  3.27866  0.40373  -0.63441
C  0.89461  -1.31048  1.66196
O  1.04956  -2.07589  2.51877
P  0.42357  1.59598  1.62792
C  0.98666  3.26458  1.12782
C  1.13535  4.26793  2.09898
C  1.60473  5.53241  1.73572
C  1.92860  5.79501  0.39977
C  1.78605  4.79579  -0.56581
C  1.32291  3.52483  -0.20565
C  -1.26710  1.88396  2.28623
C  -1.87365  3.14522  2.29256
C  -3.17358  3.29207  2.78281
C  -3.88553  2.17558  3.22996
C  -3.29060  0.91129  3.20636
C  -1.97822  0.76371  2.74505
C  1.42388  1.41985  3.17061
C  0.84744  1.37561  4.44542
C  1.64918  1.11797  5.56359
C  3.02612  0.93329  5.41191
C  3.61166  1.03737  4.14540
C  2.81432  1.29617  3.02724
H  -1.56346  -1.39610  0.72188
H  -2.43739  -2.41159  -2.52761
H  -2.10203  -3.40634  -4.76395
H  -0.78655  -3.14049  -6.89957
H  1.43243  -1.99563  -6.83011
H  2.46239  -1.35576  -4.63266
H  1.21414  -1.90208  -2.53224
H  0.88435  4.05646  3.14064
H  1.71427  6.30472  2.49819
H  2.29585  6.78249  0.11452
H  2.03445  4.99918  -1.60852
H  1.22963  2.73156  -0.95627
H  -1.33093  4.01679  1.93073
H  -3.62421  4.28527  2.80277
H  -4.90788  2.29100  3.59296
H  -3.83466  0.02985  3.54744
H  -1.50711  -0.22447  2.74153
H  -0.22295  1.54098  4.56948
H  1.18632  1.06368  6.54995
H  3.64725  0.71295  6.28129
H  4.68865  0.91516  4.01985
H  3.27337  1.39838  2.03974

Force components x, y, z for each atom (eV/Å):
C 0.6 -0.5 0.0
C -0.4 -0.6 -0.1
C 0.5 1.6 0.1
O 0.5 -0.8 0.5
N 0.4 -4.7 0.9
C 0.6 1.4 0.7
O -1.4 -1.4 -0.6
H 0.1 0.0 -0.1
H -0.1 0.3 0.4
H -0.2 -0.1 0.1
H -0.2 0.0 -0.1
O 0.3 -0.3 0.2
C -0.6 0.6 -0.1
Co -2.0 5.6 -4.1
C 1.1 0.3 -1.1
O -0.1 0.0 0.4
C -0.4 0.6 0.9
O 0.2 -0.5 -0.3
C -1.4 -3.1 0.0
C 0.8 -3.0 3.1
C -0.4 4.6 -1.9
C -0.6 -0.4 0.2
C 0.5 0.1 -0.1
C 0.0 0.0 0.2
C 0.1 0.1 -0.1
C -0.3 -0.4 0.3
C 0.7 -0.1 -0.5
Co 2.6 0.7 1.9
C -0.4 -0.4 -0.1
O 0.8 0.2 -0.1
C -0.5 0.3 -0.8
O 0.3 -0.5 0.7
P 0.0 -1.3 -0.4
C 0.0 0.5 0.3
C 0.2 0.4 -0.5
C -0.1 -0.2 -0.1
C -0.1 -0.1 0.0
C -0.1 -0.1 0.2
C 0.0 0.2 0.2
C 0.1 0.5 0.3
C -0.4 -0.3 0.4
C 0.1 -0.2 -0.1
C 0.0 0.1 0.0
C 0.4 0.1 -0.1
C -0.4 0.2 0.1
C -0.3 0.6 0.1
C 0.5 -0.2 0.1
C 0.1 0.0 -0.3
C -0.1 0.0 0.0
C -0.4 0.1 -0.2
C 0.2 -0.1 0.4
H -0.1 -0.2 -0.1
H -0.2 -0.4 -0.5
H 0.3 0.4 -0.1
H 0.1 0.2 0.1
H -0.1 -0.1 0.0
H -0.4 -0.2 -0.2
H -0.4 0.6 -0.3
H 0.1 0.0 -0.3
H 0.0 -0.1 -0.2
H -0.1 -0.2 0.1
H 0.0 0.0 0.3
H 0.0 0.3 0.4
H -0.2 -0.2 0.1
H 0.0 -0.2 0.0
H 0.2 0.0 -0.1
H 0.1 0.2 -0.1
H -0.1 0.4 -0.2
H 0.3 -0.1 0.0
H 0.2 0.0 -0.2
H -0.1 0.1 -0.2
H -0.2 0.0 0.1
H -0.2 -0.2 0.3


Entry 2:
C36H26CrF6N9O4S4 as an isolated structure in a non-equilibrium geometry. Source: OMol25; level of theory: wB97M-V/def2-TZVPD.

Its energy is -147421.895 eV. As for the spin multiplicity: 4. The calculation puts the relative energy (zero: lowest compared OMol25 entry of this formula, charge and spin) at 2.7 kcal per mole.

Element x y z (Å)
Cr  0.42098  0.92969  -0.48821
S  0.32820  2.94016  0.75571
C  -1.26264  2.59570  1.34813
N  -1.84734  3.44595  2.19010
N  -2.87931  3.03535  2.90950
C  -3.13401  1.79402  3.53648
C  -4.40240  1.62310  4.07942
C  -4.71525  0.46361  4.77036
C  -3.76238  -0.52976  4.93505
C  -2.48952  -0.34316  4.40943
C  -2.16910  0.80694  3.71055
N  -1.99774  1.52696  0.94750
N  -1.47385  0.78551  0.05173
C  -2.32218  -0.30661  -0.31875
C  -2.46558  -0.64608  -1.65667
C  -3.25776  -1.72896  -2.00180
C  -3.89329  -2.47355  -1.01747
C  -3.74788  -2.12237  0.31853
C  -2.96683  -1.03511  0.67334
H  -3.40639  3.81145  3.28592
H  -5.14940  2.39603  3.94501
H  -5.70940  0.33866  5.17689
H  -4.00470  -1.43585  5.47163
H  -1.73082  -1.10435  4.53609
H  -1.17108  0.92312  3.31380
H  -1.98034  -0.05354  -2.41822
H  -3.37469  -1.99112  -3.04423
H  -4.50434  -3.32306  -1.29079
H  -4.24139  -2.69820  1.09061
H  -2.83202  -0.75912  1.71089
N  0.27342  -9.19015  1.26671
C  0.32015  -8.06132  1.06547
C  0.37836  -6.64585  0.81301
C  1.61028  -5.99435  0.81341
C  1.66444  -4.63316  0.57624
C  0.49436  -3.91948  0.33463
C  -0.73094  -4.57348  0.32807
C  -0.79317  -5.93540  0.57037
C  0.56022  -2.45642  0.07183
C  0.51360  -2.05282  -1.25246
C  0.65426  -2.89368  -2.38631
C  0.81455  -2.07188  -3.47430
C  0.75613  -0.75427  -2.98080
N  0.54480  -0.72534  -1.66617
C  0.72824  -1.61914  1.17738
C  0.91457  -2.02980  2.51564
C  1.14158  -0.89049  3.25847
C  1.06902  0.18322  2.35869
N  0.81195  -0.23366  1.11504
H  2.51516  -6.55663  0.99764
H  2.61447  -4.11441  0.57197
H  -1.63597  -4.01148  0.13389
H  -1.74341  -6.45139  0.57084
H  0.66827  -3.96991  -2.36265
H  0.98568  -2.35349  -4.49826
H  0.85807  0.15102  -3.55580
H  0.89903  -3.04905  2.86263
H  1.34678  -0.82011  4.31223
H  1.20091  1.23150  2.57182
S  -0.22339  2.25548  -2.61304
C  -0.10279  3.93339  -2.33263
N  0.84754  4.60750  -3.02097
C  1.10057  5.92644  -2.89360
C  0.36069  6.67631  -2.02971
C  -0.65307  6.03544  -1.29792
C  -0.88434  4.69290  -1.44551
H  1.43342  4.04066  -3.62879
H  1.90591  6.31837  -3.49532
H  0.56838  7.72763  -1.91126
H  -1.25504  6.60511  -0.60402
H  -1.66047  4.18484  -0.89089
F  3.93043  -0.39186  0.97297
C  4.23513  -0.35208  -0.32328
F  3.54171  -1.30324  -0.94736
F  5.52953  -0.59251  -0.47015
S  3.82522  1.31296  -1.00008
O  2.36986  1.34553  -0.91777
O  4.51073  2.27109  -0.19830
N  4.21521  1.13439  -2.49310
S  5.24904  2.02564  -3.29782
O  6.32440  2.55877  -2.52664
O  5.48091  1.41315  -4.56513
C  4.22103  3.50117  -3.69940
F  4.91212  4.36675  -4.42557
F  3.80489  4.11659  -2.58725
F  3.12004  3.16557  -4.39723

Force components x, y, z for each atom (eV/Å):
Cr 0.8 0.6 -0.5
S 0.0 -0.2 0.1
C 0.0 0.2 0.3
N 0.1 -0.1 -0.1
N -0.2 0.2 0.0
C -0.1 -0.1 0.0
C 0.0 0.0 -0.1
C 0.0 0.0 0.0
C 0.0 0.0 0.0
C 0.0 0.0 0.0
C 0.0 0.1 0.1
N 0.0 -0.2 -0.3
N -0.8 0.0 0.3
C 0.0 -0.1 -0.1
C 0.0 0.0 0.0
C 0.0 0.0 0.0
C 0.0 0.0 0.0
C 0.0 0.0 0.0
C 0.1 0.0 0.1
H 0.2 -0.1 0.0
H 0.0 0.0 0.0
H 0.0 0.0 0.0
H 0.0 0.0 0.0
H 0.0 0.0 0.0
H 0.0 0.0 0.0
H 0.0 0.0 0.0
H 0.0 0.0 0.0
H 0.0 0.0 0.0
H 0.0 0.0 0.0
H 0.0 0.0 0.0
N 0.0 -0.2 0.0
C 0.0 0.2 0.0
C 0.0 0.0 0.0
C 0.0 0.0 0.0
C 0.0 0.0 0.0
C 0.1 0.0 0.0
C 0.0 0.0 0.0
C 0.0 0.0 0.0
C -0.1 0.1 0.0
C -0.1 0.0 0.1
C -0.1 0.0 0.0
C 0.0 0.0 0.0
C -0.1 0.0 0.0
N 0.3 0.0 -0.1
C -0.2 0.0 0.0
C 0.0 0.0 0.0
C 0.0 0.0 0.0
C 0.0 0.0 0.0
N 0.3 0.0 0.1
H 0.0 0.0 0.0
H 0.0 0.0 0.0
H 0.0 0.0 0.0
H 0.0 0.0 0.0
H 0.0 -0.1 0.0
H 0.0 0.0 -0.1
H 0.0 0.1 0.0
H 0.0 0.0 0.0
H 0.0 0.0 0.1
H 0.0 0.0 0.0
S -0.1 -0.5 0.0
C 0.2 0.2 0.2
N 0.0 -0.1 0.0
C 0.0 0.0 0.0
C -0.1 -0.1 0.1
C 0.0 0.1 -0.1
C -0.1 -0.1 -0.1
H 0.0 0.1 0.0
H 0.0 0.0 0.0
H 0.0 0.0 0.0
H 0.0 0.0 0.0
H 0.0 0.1 -0.1
F 0.0 0.0 0.1
C 0.0 0.0 0.1
F 0.0 0.0 0.0
F 0.1 0.0 0.0
S 0.2 -0.1 0.0
O -0.3 0.0 0.2
O 0.0 -0.1 0.0
N -0.1 0.1 0.0
S 0.1 0.0 -0.1
O 0.0 0.0 0.0
O 0.0 0.0 0.1
C 0.2 -0.1 0.0
F 0.1 0.2 -0.1
F -0.1 0.1 0.1
F -0.2 -0.1 -0.1


Entry 3:
C36H27CuN3OSi as an isolated structure. Source: OMol25; level of theory: wB97M-V/def2-TZVPD.

Its energy is -96808.397 eV. As for the spin multiplicity: 2. The calculation puts the relative energy (zero: lowest compared OMol25 entry of this formula, charge and spin) at 0.0 kcal per mole.

Element x y z (Å)
Cu  -0.05514  0.37858  0.58076
C  -0.49257  0.57178  5.08888
C  -0.22100  0.04002  3.81375
N  0.00772  0.78202  2.76054
C  -0.01354  2.14163  2.89035
C  -0.30158  2.76291  4.11657
C  -0.54176  1.92565  5.23100
C  -0.33766  4.17832  4.19404
C  -0.07998  4.91201  3.07562
C  0.21812  4.29644  1.83858
C  0.26726  2.92794  1.71386
N  0.52304  2.21764  0.55005
C  1.65026  2.40987  -0.21443
C  2.26814  3.59601  -0.55601
C  3.44707  3.61215  -1.33384
C  4.03579  2.46924  -1.78828
C  3.44675  1.22331  -1.45968
C  4.00361  -0.02048  -1.82841
C  3.40730  -1.18557  -1.43933
C  2.22387  -1.11598  -0.68676
N  1.67353  0.02337  -0.33817
C  2.26707  1.20264  -0.69999
H  -0.68510  -0.09446  5.91700
H  -0.22232  -1.03307  3.66261
H  -0.77282  2.37628  6.18896
H  -0.57529  4.65292  5.13727
H  -0.12018  5.99320  3.12088
H  0.34335  4.91872  0.96750
H  1.84755  4.53504  -0.23878
H  3.88720  4.57078  -1.57769
H  4.93881  2.49545  -2.38306
H  4.91322  -0.03534  -2.41688
H  3.81954  -2.14916  -1.70080
H  1.70863  -2.01936  -0.38353
O  -1.83488  -0.04983  0.32935
Si  -3.29750  0.24694  0.93180
C  -3.82806  2.02904  0.67317
C  -4.84828  2.37667  -0.21532
C  -5.20959  3.70330  -0.41876
C  -4.55391  4.71521  0.26517
C  -3.53369  4.39662  1.15186
C  -3.18273  3.07002  1.34862
C  -3.37873  -0.13904  2.77945
C  -3.80943  0.73957  3.77401
C  -3.88547  0.34479  5.10666
C  -3.53910  -0.94581  5.47250
C  -3.11382  -1.84353  4.49954
C  -3.03802  -1.43979  3.17540
C  -4.52949  -0.87988  0.09098
C  -4.17192  -1.60985  -1.04142
C  -5.08257  -2.44191  -1.68179
C  -6.37603  -2.55401  -1.19440
C  -6.75452  -1.83656  -0.06593
C  -5.83738  -1.01204  0.56818
H  -5.37347  1.60056  -0.76113
H  -6.00307  3.94672  -1.11441
H  -4.83623  5.74912  0.10914
H  -3.01198  5.17923  1.68938
H  -2.38197  2.84841  2.04371
H  -4.10774  1.74673  3.51097
H  -4.22729  1.04712  5.85744
H  -3.61070  -1.25780  6.50727
H  -2.85556  -2.85898  4.77509
H  -2.71821  -2.15794  2.42639
H  -3.16171  -1.52202  -1.42476
H  -4.78271  -3.00029  -2.55964
H  -7.08886  -3.20052  -1.69089
H  -7.76306  -1.92475  0.31795
H  -6.14520  -0.46497  1.45404

Force components x, y, z for each atom (eV/Å):
Cu -0.1 0.5 0.1
C 0.0 0.0 0.0
C -0.1 0.0 0.0
N 0.1 0.2 0.0
C 0.1 -0.1 -0.2
C 0.0 0.1 0.1
C 0.0 0.0 0.0
C 0.0 -0.1 0.0
C 0.0 0.0 -0.1
C 0.0 0.1 0.1
C -0.1 -0.1 0.0
N 0.3 -0.1 0.1
C -0.1 -0.1 0.0
C 0.1 0.0 0.0
C -0.1 0.0 0.1
C 0.0 -0.1 0.0
C 0.1 0.1 -0.1
C 0.0 0.0 0.0
C 0.0 0.0 0.0
C -0.1 -0.1 -0.1
N 0.1 0.0 -0.1
C -0.2 0.0 0.2
H 0.0 0.0 0.0
H 0.0 0.0 0.0
H 0.0 0.0 0.0
H 0.0 0.0 0.0
H 0.0 0.0 0.0
H 0.0 0.0 0.0
H 0.0 0.0 0.0
H 0.0 0.0 0.0
H 0.0 0.0 0.0
H 0.0 0.0 0.0
H 0.0 0.0 0.0
H 0.0 0.0 0.0
O -0.1 -0.2 0.1
Si 0.3 0.0 -0.1
C -0.1 0.1 0.0
C 0.0 0.0 0.0
C 0.0 0.0 0.0
C 0.0 0.0 0.0
C 0.0 0.0 0.0
C 0.0 0.0 0.0
C -0.1 -0.1 0.1
C 0.0 0.0 0.0
C 0.0 0.0 0.0
C 0.0 0.0 0.0
C 0.0 0.0 0.0
C 0.0 0.0 0.0
C -0.2 -0.1 0.0
C 0.1 0.0 -0.1
C 0.0 0.0 0.1
C 0.0 0.0 0.0
C 0.0 0.0 0.0
C 0.0 0.0 0.0
H 0.0 0.0 0.0
H 0.0 0.0 0.0
H 0.0 0.0 0.0
H 0.0 0.0 0.0
H 0.0 0.0 0.0
H 0.0 0.0 0.0
H 0.0 0.0 0.0
H 0.0 0.0 0.0
H 0.0 0.0 0.0
H 0.0 0.0 0.0
H 0.0 0.0 0.0
H 0.0 0.0 0.0
H 0.0 0.0 0.0
H 0.0 0.0 0.0
H 0.0 0.0 0.0